Here is 6 unconnected molecules or ions with the total composition C28H50N5O3 from OMol25. Energies are from ωB97M-V/def2-TZVPD.

```
86
Properties=species:S:1:pos:R:3:mulliken_charge:R:1
C 23.33 13.12 11.01 -0.4417
C 22.95 12.24 10.06 -0.4388
C 23.56 13.02 5.01 -0.0973
N 23.90 11.90 5.18 0.1159
C 23.08 10.70 4.80 -0.8455
C 25.28 11.50 5.76 -0.9053
C 26.20 10.71 4.91 -0.4852
C 26.60 10.96 3.37 -0.4071
C 25.54 11.65 2.90 -0.6745
H 24.41 13.21 11.11 0.2519
H 22.23 8.10 13.50 -0.1452
H 22.51 13.51 11.65 0.2295
H 22.00 11.66 9.85 0.2445
H 23.78 11.96 9.48 0.1486
H 24.11 13.83 5.64 0.2249
H 22.61 13.30 4.55 0.3183
H 22.05 11.05 4.83 0.3756
H 23.45 9.75 5.29 0.3363
H 23.16 10.49 3.71 0.3132
H 24.96 10.85 6.56 0.4747
H 25.56 12.43 6.11 0.3760
H 25.70 9.71 4.67 0.2335
H 27.07 10.55 5.54 0.4671
H 26.85 10.11 2.68 0.3538
H 27.62 11.35 3.63 0.2975
H 24.95 11.42 2.01 0.3691
H 25.35 12.42 3.63 0.3106
C 20.60 12.42 20.31 -1.6817
C 19.97 13.08 19.09 0.1833
C 19.69 14.54 19.34 -0.6120
N 19.34 15.34 18.10 0.1698
C 20.41 15.42 17.02 -0.9156
C 18.88 16.69 18.71 -0.3696
C 17.46 16.55 19.16 -0.5518
C 17.02 15.14 18.58 -0.9708
C 18.01 14.82 17.52 -0.6078
H 20.73 11.38 20.17 0.4179
H 20.03 12.58 21.19 0.4269
H 21.54 12.90 20.53 0.4127
H 19.05 12.48 18.87 0.1023
H 20.77 12.83 18.28 0.0585
H 20.61 14.97 19.80 0.3990
H 18.77 14.63 20.01 0.3646
H 20.78 14.40 16.79 0.3100
H 21.25 16.02 17.41 0.3626
H 19.90 15.93 16.18 0.3798
H 19.13 17.55 18.01 0.4100
H 19.45 16.78 19.66 0.1961
H 16.87 17.41 18.78 0.3009
H 17.25 16.55 20.22 0.3135
H 16.01 15.14 18.28 0.7312
H 16.99 14.44 19.41 0.2907
H 17.93 15.49 16.64 0.5424
H 18.15 13.73 17.18 0.3833
C 15.15 8.17 15.48 -0.8284
N 13.92 7.89 16.25 0.0862
C 13.35 6.63 16.12 -0.2756
C 12.32 6.24 16.85 -0.7077
C 11.76 7.10 17.81 0.8465
C 12.31 8.39 17.93 -0.6537
C 13.38 8.76 17.19 -0.4331
C 10.56 6.74 18.53 0.4533
C 9.44 6.43 17.80 -0.6830
C 8.23 6.04 18.31 -0.3743
N 8.07 6.09 19.68 0.0878
C 9.10 6.58 20.46 -0.3040
C 10.36 6.86 19.90 -0.4475
C 6.73 5.86 20.31 -0.9316
H 15.58 8.81 16.24 0.2786
H 14.94 8.72 14.61 0.2652
H 15.70 7.29 15.34 0.4475
H 13.82 6.02 15.33 0.4269
H 11.87 5.28 16.67 0.5648
H 11.88 9.10 18.68 0.4718
H 13.89 9.76 17.22 0.5641
H 9.50 6.46 16.77 0.6087
H 7.48 5.69 17.68 0.4724
H 8.92 6.83 21.47 0.4374
H 11.14 7.20 20.58 0.5005
H 6.71 4.92 20.81 0.3501
H 5.99 5.88 19.54 0.3344
H 6.42 6.59 21.02 0.3963
N 15.85 11.24 18.16 1.1268
O 16.13 10.02 18.23 -0.6738
O 14.64 11.54 17.76 -0.7466
O 16.66 12.17 18.38 -0.7072
```

As for the LUMO energy: -0.3242 hartree. As for the frontier orbital gap: 0.047 Eh. As for the charge: +3. The molecular weight is 504.74 g/mol. As for the HOMO energy: -10.1 eV.

***

Here is a single C4H5NO2 molecule from OMol25. Energies are from ωB97M-V/def2-TZVPD.

```
12
Properties=species:S:1:pos:R:3:nbo_charge:R:1
C -1.45 -0.42 -0.91 -0.6381
C -0.31 0.07 -0.09 0.0883
C 0.12 1.29 0.22 0.0527
O 1.39 1.25 0.77 -0.4618
C 1.77 -0.07 0.81 0.8638
O 2.86 -0.43 1.17 -0.5686
N 0.69 -0.83 0.34 -0.6402
H -1.05 -0.68 -1.90 0.2323
H -1.93 -1.32 -0.52 0.2215
H -2.20 0.36 -1.04 0.2301
H -0.32 2.26 0.08 0.2128
H 0.34 -1.50 1.00 0.4073
```

Its relative energy (zero: lowest compared OMol25 entry of this formula, charge and spin) is 35.8 kJ/mol. As for the LUMO energy: 0.0253 hartree. As for the frontier orbital gap: 0.353 Eh. The molecular weight is 99.09 g/mol. As for the HOMO energy: -8.9 eV.

***

Here is 14 unconnected molecules or ions with the total composition C6H42NO13 from OMol25. Energies are from ωB97M-V/def2-TZVPD.

```
62
Properties=species:S:1:pos:R:3:nbo_charge:R:1
C 0.86 1.45 2.54 -0.6244
C 0.88 0.34 1.48 -0.0591
C 1.30 1.00 0.12 -0.3884
C 1.07 0.10 -1.15 -0.2500
C -0.30 -0.58 -1.29 -0.6034
C 2.28 -0.81 -1.46 -0.6270
N 1.72 -0.83 1.96 -0.7059
H -0.02 2.09 2.42 0.2510
H 0.92 1.01 3.54 0.2061
H 1.76 2.04 2.46 0.2146
H -0.17 0.12 1.32 0.2254
H 2.33 1.35 0.21 0.2245
H 0.60 1.83 0.04 0.2074
H 1.18 0.92 -1.91 0.2229
H -0.67 -1.05 -0.39 0.1754
H -0.34 -1.27 -2.13 0.2478
H -1.02 0.18 -1.58 0.2018
H 2.08 -1.88 -1.41 0.2311
H 2.68 -0.57 -2.44 0.2123
H 3.06 -0.64 -0.71 0.1881
H 1.83 -0.81 2.97 0.4343
H 1.34 -1.67 1.53 0.4825
H 2.66 -0.64 1.59 0.4662
H -1.79 -1.43 -4.87 0.4811
H -2.91 -0.69 -4.11 0.4712
O -1.98 -0.93 -4.07 -0.9490
H -2.48 -2.05 -0.05 0.4950
H -3.25 -3.37 -0.28 0.5027
O -2.40 -2.94 -0.42 -0.9622
H 3.07 1.93 -3.86 0.4965
H 1.73 1.27 -4.40 0.4923
O 2.12 1.84 -3.74 -0.9746
H -2.18 -0.07 3.44 0.5094
H -1.45 -0.47 4.79 0.4883
O -1.32 -0.39 3.84 -1.0034
H -0.86 -2.76 2.02 0.4740
H -0.64 -1.87 3.24 0.5017
O -0.19 -2.54 2.67 -0.9983
H -3.54 -0.29 2.11 0.4757
H -3.50 1.18 2.26 0.4956
O -3.69 0.39 2.79 -0.9289
H -2.88 2.47 0.68 0.4899
H -1.59 2.09 0.15 0.4922
O -2.12 1.94 0.95 -0.9762
H 3.72 -3.07 0.85 0.4923
H 4.86 -2.03 0.55 0.4883
O 4.08 -2.20 1.08 -0.9695
H -3.16 3.51 -2.35 0.4709
H -1.73 3.58 -2.04 0.4996
O -2.59 3.47 -1.58 -0.9979
H -4.80 0.06 -0.62 0.4882
H -3.81 -0.76 -1.52 0.4851
O -4.26 -0.73 -0.66 -0.9706
H 4.78 1.28 1.13 0.4884
H 4.44 1.01 2.62 0.4874
O 4.05 1.20 1.75 -0.9633
H 0.23 -4.28 -0.76 0.4672
H -0.80 -3.31 -0.52 0.4945
O 0.20 -3.32 -0.59 -0.9910
H 0.42 2.81 -3.06 0.5111
H 0.34 4.21 -2.34 0.4874
O -0.16 3.55 -2.82 -0.9743
```

Its relative energy (zero: lowest compared OMol25 entry of this formula, charge and spin) is 0.0 kJ/mol. As for the LUMO energy: -0.0824 hartree. As for the frontier orbital gap: 0.391 Eh. As for the charge: +1. The molecular weight is 336.40 g/mol. As for the HOMO energy: -12.9 eV.